No. 1
ORCA calculation (the ωB97M-V functional and the def2-TZVPD basis) on 18 unconnected molecules or ions with the total composition C31H21BrCl68N7O5P2S at a distorted geometry.

Geometry as XYZ:
```
136
Properties=species:S:1:pos:R:3:forces:R:3:mulliken_charge:R:1
C 2.985167 -2.463646 1.507781 -0.54 -0.45 1.28 -0.078
C 2.542542 -1.420367 1.126219 -0.06 0.43 -0.46 0.023
N 2.271072 -0.282589 0.424638 0.65 -1.06 1.26 0.519
C 1.250640 0.119780 -0.360688 -0.97 1.06 -1.27 0.337
N 0.170651 -0.615096 -0.646231 -0.62 0.23 0.62 0.039
Br -1.069088 0.172344 -1.816451 0.55 -0.31 0.16 -0.047
P -0.188890 -2.264400 -0.092824 0.83 -1.75 -1.06 -0.013
P -2.323384 -2.735701 -0.147890 -1.35 -0.47 1.01 0.679
O -2.454045 -3.830212 0.806032 0.78 -0.10 0.26 -0.470
O -3.197815 -1.459027 0.356084 0.29 -0.79 -1.52 -0.278
O -2.777625 -3.256242 -1.617369 0.30 1.95 0.99 -0.162
N 1.466020 1.359052 -0.881672 1.77 -1.66 1.82 -0.442
C 2.696394 1.673993 -0.364797 -1.39 1.09 -2.27 -0.293
C 3.227547 3.014742 -0.821198 0.04 1.06 1.46 1.039
C 2.413101 4.141623 -0.036050 -0.09 -0.91 0.60 -1.356
N 1.413789 4.800721 -0.874665 0.46 0.99 0.34 0.312
C 0.286762 5.315304 -0.050466 -0.93 -0.01 -0.18 -0.470
C -0.800698 4.258005 0.210820 -0.19 0.29 0.33 -0.612
C 2.031227 6.031408 -1.430592 -0.10 -0.28 -1.21 0.484
C 2.112207 6.064504 -2.962197 -0.28 -0.04 1.06 -0.801
O 2.396114 6.922839 -0.725747 0.19 0.12 0.25 -0.494
N 3.202050 0.730850 0.426453 0.11 1.94 -0.37 0.014
C 4.506692 0.753961 1.097721 1.10 -0.74 0.29 -1.145
C 4.902422 2.146119 1.667190 -0.64 -0.26 -0.28 0.201
S 6.482611 2.819292 1.028224 0.07 0.29 -0.16 -0.031
C 6.806865 2.219868 -0.597125 1.63 -1.56 -2.22 0.292
N 8.011601 2.039931 -1.103430 0.27 0.91 2.38 -0.339
N 7.916028 1.585164 -2.351022 -0.57 -0.55 -1.83 -0.448
C 6.647443 1.439372 -2.651065 2.70 0.66 1.60 -0.066
O 5.959768 1.817498 -1.564565 -3.96 0.23 0.31 -0.035
H 3.244486 -3.470743 1.857643 -0.29 1.70 -0.39 -0.156
H 0.093335 -2.365398 1.302639 -0.73 0.90 -0.24 0.091
H -3.629042 -0.986629 -0.374468 0.01 0.29 0.39 0.223
H -3.460720 -2.647678 -1.959549 0.15 -0.54 -0.51 0.095
H 3.034526 3.198217 -1.890285 0.15 -0.61 0.42 0.388
H 4.276027 3.200495 -0.559754 -0.33 -0.43 -0.48 -0.783
H 1.876115 3.647595 0.799525 0.16 0.27 -0.38 0.488
H 3.116755 4.849187 0.455862 -0.31 -0.20 -0.43 0.644
H 0.616786 5.795331 0.890890 0.12 -0.30 -0.36 0.174
H -0.185887 6.121945 -0.645378 0.23 -0.30 0.34 0.333
H -1.462664 4.622593 1.021857 0.35 -0.18 -0.32 0.357
H -0.393377 3.284612 0.538993 -0.12 0.37 -0.26 0.069
H -1.460948 4.127252 -0.665117 0.53 -0.16 0.26 0.287
H 2.477774 7.047242 -3.289053 -0.03 -0.44 0.06 0.376
H 1.084785 5.886583 -3.332296 0.62 -0.13 -0.08 0.325
H 2.792880 5.244338 -3.256332 -0.51 0.44 -0.15 -0.064
H 5.245312 0.362424 0.371423 -0.31 0.38 0.34 0.386
H 4.565005 0.045287 1.943092 -0.69 0.14 -0.53 0.503
H 4.098355 2.897126 1.563815 0.41 -0.42 -0.17 0.059
H 5.045439 2.056484 2.757026 0.21 0.01 -0.56 0.256
H 6.247725 1.093871 -3.599204 -0.38 0.12 0.58 0.506
C 6.097714 3.347915 6.092033 -0.07 -0.03 0.27 0.238
Cl 7.206155 2.565043 7.228473 0.00 0.03 -0.24 -0.106
Cl 6.674969 3.114000 4.431393 0.20 -0.01 0.08 -0.071
Cl 4.480017 2.618817 6.253799 0.56 0.23 -0.53 -0.031
Cl 6.061253 5.083385 6.428694 0.07 -0.52 0.37 -0.055
C 4.556864 -6.762957 2.786117 0.17 -0.47 0.04 0.425
Cl 4.156355 -7.359396 4.394365 -0.06 0.14 -0.16 -0.025
Cl 3.968769 -7.894223 1.565264 0.00 0.17 0.06 -0.067
Cl 3.780145 -5.174075 2.538376 0.24 -0.97 0.51 -0.090
Cl 6.307586 -6.584992 2.635489 -0.14 0.08 0.00 -0.101
C 3.007708 4.294998 -6.777673 -0.06 0.07 -0.20 0.299
Cl 1.268219 4.426640 -6.477600 0.10 -0.02 0.02 -0.092
Cl 3.829910 3.836013 -5.272909 0.10 -0.11 -0.06 -0.054
Cl 3.304395 3.061795 -8.007559 -0.02 0.07 0.12 -0.090
Cl 3.631412 5.850501 -7.334129 -0.04 -0.12 0.09 -0.086
C -4.484017 2.214993 1.115364 -0.10 0.14 0.25 0.079
Cl -3.018226 1.605985 0.318673 -0.22 0.24 0.04 0.033
Cl -4.416964 1.814819 2.834032 -0.01 0.02 -0.24 0.030
Cl -4.581654 3.967923 0.916587 0.02 -0.09 -0.03 0.010
Cl -5.907488 1.457503 0.384235 0.12 -0.01 -0.01 -0.121
C -4.408843 8.018798 0.098683 -0.10 0.11 0.03 0.302
Cl -2.946546 7.412483 -0.699612 -0.04 -0.01 0.03 -0.055
Cl -4.344888 7.622813 1.823699 0.01 -0.03 -0.12 -0.084
Cl -4.504855 9.771263 -0.099788 0.03 -0.14 0.01 -0.092
Cl -5.833470 7.263030 -0.630651 0.12 0.01 0.06 -0.087
C -3.875703 1.062152 6.772243 -0.07 -0.02 0.14 0.328
Cl -5.149754 0.420005 5.723265 0.08 0.01 0.13 -0.105
Cl -3.502799 -0.114824 8.036877 -0.01 0.08 -0.10 -0.092
Cl -2.421147 1.371223 5.805912 -0.09 -0.07 -0.02 -0.060
Cl -4.422776 2.571562 7.511046 0.06 -0.09 -0.08 -0.087
C 5.860912 -8.385567 8.054696 0.04 -0.05 0.05 0.333
Cl 5.220153 -9.962639 7.572979 0.02 0.10 0.01 -0.087
Cl 6.865493 -8.570652 9.497038 -0.08 0.02 -0.10 -0.097
Cl 6.835169 -7.719176 6.735825 0.02 -0.02 0.08 -0.068
Cl 4.517670 -7.285740 8.405713 0.05 -0.05 -0.04 -0.090
C 4.024797 -3.817444 -2.361765 0.24 -0.36 -0.13 0.174
Cl 3.165070 -5.342481 -2.595322 0.17 0.38 0.00 0.007
Cl 3.333648 -2.576825 -3.422070 0.00 0.00 0.11 -0.111
Cl 3.848931 -3.299413 -0.667585 0.30 -0.27 -1.34 0.077
Cl 5.738620 -4.032046 -2.742761 -0.13 0.06 0.04 -0.094
C 3.422537 0.893512 9.970834 0.05 -0.04 0.11 0.229
Cl 3.522376 -0.816898 10.412133 -0.02 0.10 -0.04 -0.088
Cl 3.261949 1.873304 11.433200 -0.01 -0.05 -0.11 -0.092
Cl 4.887836 1.367284 9.099765 -0.11 -0.22 0.48 -0.024
Cl 2.014371 1.155856 8.927615 0.08 0.03 0.03 -0.036
C 0.808990 -8.409593 -4.387432 -0.01 -0.09 -0.11 0.319
Cl 2.267439 -8.794783 -5.310171 -0.08 0.05 0.07 -0.097
Cl 1.269451 -7.710102 -2.824667 -0.19 -0.23 0.00 -0.054
Cl -0.168954 -7.241171 -5.287148 0.06 -0.04 0.07 -0.091
Cl -0.128299 -9.882829 -4.118004 0.07 0.12 0.00 -0.094
C 0.726041 4.931489 7.252336 0.09 0.07 0.11 0.116
Cl 0.024173 3.320119 7.023579 0.02 0.12 -0.01 -0.010
Cl -0.054189 6.062270 6.138260 0.10 -0.05 0.01 -0.089
Cl 0.452265 5.459859 8.916560 0.03 -0.06 -0.12 -0.096
Cl 2.470776 4.863853 6.933485 -0.53 0.22 0.10 0.091
C -2.285026 -7.436169 2.710026 -0.05 0.04 0.02 0.269
Cl -3.398648 -6.228953 3.363989 0.08 -0.08 -0.05 -0.081
Cl -3.165715 -8.532392 1.636452 0.06 0.06 0.06 -0.099
Cl -1.004096 -6.623545 1.799175 0.00 -0.08 0.03 -0.010
Cl -1.568342 -8.360919 4.039083 -0.03 0.04 -0.07 -0.100
C -5.981413 -3.244248 -4.540517 0.02 -0.23 -0.38 0.312
Cl -5.096063 -4.763420 -4.688199 0.03 0.23 0.10 -0.061
Cl -5.502240 -2.150398 -5.844720 -0.02 -0.02 0.13 -0.108
Cl -7.713789 -3.557841 -4.638255 0.31 0.05 0.21 -0.032
Cl -5.607969 -2.491910 -2.970119 -0.21 0.15 0.13 -0.133
C 3.758263 7.955388 4.056075 -0.05 0.10 -0.18 0.220
Cl 5.072053 9.090073 3.722137 -0.05 -0.09 -0.01 -0.095
Cl 2.582142 8.008263 2.732389 0.09 -0.04 0.06 -0.053
Cl 4.427258 6.314940 4.186563 -0.31 0.36 -0.32 0.011
Cl 2.972601 8.407344 5.570096 0.03 -0.11 -0.04 -0.077
C -8.027722 -7.595419 -5.535532 -0.02 -0.04 0.02 0.286
Cl -8.498964 -9.224894 -6.033659 0.03 0.11 0.03 -0.094
Cl -7.007096 -7.689900 -4.089715 -0.09 -0.04 -0.08 -0.070
Cl -7.129299 -6.815267 -6.846166 -0.08 -0.04 0.04 -0.061
Cl -9.475167 -6.647466 -5.171972 0.08 -0.16 0.08 -0.061
C -10.377549 -4.417995 -8.495428 -0.06 -0.07 0.03 0.330
Cl -8.887385 -4.658951 -9.417675 -0.09 0.04 0.05 -0.102
Cl -9.989361 -3.679464 -6.930258 -0.13 0.03 -0.27 -0.047
Cl -11.462935 -3.349468 -9.397669 0.47 -0.35 0.58 -0.089
Cl -11.170300 -5.979317 -8.235773 0.06 0.16 -0.06 -0.086
C -13.864583 -1.862433 -12.948933 -0.08 0.07 -0.05 0.345
Cl -15.606291 -1.939996 -12.651088 0.11 0.00 -0.01 -0.094
Cl -12.992158 -2.273275 -11.460876 -0.40 0.24 -0.63 -0.065
Cl -13.430451 -3.013123 -14.219441 -0.01 0.06 0.10 -0.096
Cl -13.424156 -0.226092 -13.457755 -0.02 -0.10 0.04 -0.097
```
Positions in Å, forces in eV/Å.

Properties
Highest occupied orbital energy   -11.6 eV
Largest force on an atom   3.98 eV Å⁻¹
Lowest unoccupied orbital energy   -3.71 eV
Charge   +1
Kohn-Sham gap   7.86 eV
E_tot   -1004118.637 eV

---

No. 2
ORCA calculation (the ωB97M-V functional and the def2-TZVPD basis) on a single C3H5NO3 molecule at a distorted geometry.

Geometry as XYZ:
```
12
Properties=species:S:1:pos:R:3:forces:R:3:mulliken_charge:R:1
O -2.777047 -0.053071 0.049506 2.06 1.43 -1.50 -0.523
C -1.616744 0.341188 -0.135756 -3.35 -0.63 3.23 0.433
O -1.395553 1.717915 0.036365 3.21 -2.08 -0.08 -0.484
C -0.649563 -0.890112 -0.040195 -3.20 -1.86 0.39 -0.277
C 0.746685 -0.704026 -0.051277 2.04 2.42 0.28 -0.195
N 1.136669 0.528455 -0.190536 2.17 -2.99 1.09 -0.220
O 2.573213 0.463601 0.142490 0.31 5.78 -3.39 -0.493
H -0.373524 1.873784 0.232038 -2.72 -0.73 -0.96 0.421
H -0.985720 -1.562903 0.866518 0.69 1.96 -0.94 0.275
H -1.024746 -1.671097 -0.740654 0.37 0.90 -0.41 0.317
H 1.453295 -1.509530 0.227141 -0.33 0.55 -0.36 0.375
H 2.913036 1.465797 -0.395639 -1.26 -4.75 2.65 0.370
```
Positions in Å, forces in eV/Å.

Properties
Highest occupied orbital energy   -10.2 eV
ΔE to the lowest compared entry with this formula, charge and spin   455.5 kJ/mol
Largest force on an atom   6.71 eV Å⁻¹
Structure (SMILES)   O=C(O)C/C=N/O
Lowest unoccupied orbital energy   0.41 eV
Kohn-Sham gap   10.60 eV
E_tot   -10820.966 eV

---

No. 3
ORCA calculation (the ωB97M-V functional and the def2-TZVPD basis) on a single C6H6N2 molecule at a distorted geometry.

Geometry as XYZ:
```
14
Properties=species:S:1:pos:R:3:forces:R:3:mulliken_charge:R:1
C -2.932963 -0.268773 0.096145 -4.26 -2.14 1.15 0.322
C -1.753668 -0.220143 -0.058138 0.88 -0.76 -0.56 -0.842
C -0.364763 -0.456938 -0.198031 2.79 1.02 1.90 0.432
C 0.489682 -1.580355 0.018555 -0.14 1.59 -1.94 -0.651
C 1.784208 -0.997928 0.035777 0.18 -0.74 1.28 -0.233
N 1.851059 0.324531 0.101606 -3.34 -1.12 -0.81 -0.848
N 0.486993 0.640467 -0.054143 1.81 -1.31 0.40 0.584
C 0.197232 2.004725 -0.003991 -3.39 3.17 -1.16 -0.726
H -3.991554 -0.756714 0.372901 2.96 2.05 -0.93 0.331
H 0.327694 -2.629054 -0.202182 -0.35 0.25 0.41 0.340
H 2.667933 -1.582656 0.201368 0.42 -0.03 -0.24 0.439
H -0.614887 2.243053 -0.818217 1.91 -0.23 0.88 0.279
H 1.095594 2.622116 -0.080779 -0.15 -0.45 -0.47 0.297
H -0.369513 2.464735 0.852767 0.67 -1.31 0.10 0.277
```
Positions in Å, forces in eV/Å.

Properties
Highest occupied orbital energy   -9.1 eV
ΔE to the lowest compared entry with this formula, charge and spin   296.4 kJ/mol
Largest force on an atom   4.90 eV Å⁻¹
Structure (SMILES)   C#Cc1ccnn1C
Lowest unoccupied orbital energy   0.75 eV
Kohn-Sham gap   9.81 eV
E_tot   -9295.672 eV

---

highest occupied orbital energy of number 3 (C6H6N2)?
-9.1 eV

---

Which of these has the highest Kohn-Sham gap?
C3H5NO3